Entry 1:
{"formula": "C33H24AuBr2N3OTe", "method": "ωB97M-V/def2-TZVPD", "elements": ["Au", "Br", "C", "C", "C", "C", "O", "C", "C", "N", "C", "C", "C", "C", "C", "C", "C", "C", "N", "C", "C", "H", "H", "H", "H", "H", "H", "H", "H", "H", "H", "Br", "C", "C", "C", "N", "C", "C", "H", "H", "H", "H", "Te", "C", "C", "C", "C", "C", "C", "C", "C", "C", "C", "C", "C", "H", "H", "H", "H", "H", "H", "H", "H", "H", "H"], "xyz": [[0.6581, 1.4996, -1.0739], [5.0156, -4.4654, -2.0762], [3.9975, -2.8863, -2.1991], [3.5444, -2.4289, -3.4511], [2.7598, -1.3092, -3.5359], [2.3928, -0.5702, -2.3950], [1.6004, 0.4568, -2.5773], [2.9172, -0.9926, -1.1483], [2.7380, -0.2913, 0.0489], [2.0603, 0.8000, 0.2638], [1.9773, 1.4194, 1.5363], [2.7870, 1.1397, 2.6072], [2.5929, 1.7854, 3.8426], [1.6194, 2.7305, 3.9931], [0.8010, 3.0729, 2.8948], [-0.2014, 4.0642, 2.9525], [-0.9549, 4.3443, 1.8417], [-0.7209, 3.6259, 0.6676], [0.2052, 2.6864, 0.5980], [0.9865, 2.3946, 1.6748], [3.7007, -2.1752, -1.0813], [3.8161, -2.9694, -4.3482], [2.3983, -0.9504, -4.4908], [3.2477, -0.7359, 0.8972], [3.5916, 0.4215, 2.5243], [3.2280, 1.5152, 4.6753], [1.4648, 3.2196, 4.9469], [-0.3609, 4.6014, 3.8793], [-1.7182, 5.1092, 1.8546], [-1.2952, 3.8173, -0.2296], [4.0689, -2.5250, -0.1243], [-3.5247, 3.5753, -5.8755], [-2.3765, 3.0223, -4.5137], [-1.1159, 3.5944, -4.3765], [-0.2977, 3.1609, -3.3606], [-0.6903, 2.2140, -2.4899], [-1.9045, 1.6546, -2.6231], [-2.7737, 2.0310, -3.6209], [-0.7807, 4.3675, -5.0539], [0.6966, 3.5685, -3.2320], [-2.1748, 0.8873, -1.9101], [-3.7437, 1.5616, -3.7012], [-0.5182, -1.5077, -0.7058], [-2.0511, -2.9649, -0.5218], [-3.3681, -2.5579, -0.3372], [-4.3671, -3.5151, -0.2311], [-4.0437, -4.8640, -0.2977], [-2.7254, -5.2601, -0.4709], [-1.7190, -4.3101, -0.5917], [-0.4481, -1.1412, 1.3865], [-1.2793, -0.1863, 1.9620], [-1.2345, 0.0319, 3.3353], [-0.3520, -0.6912, 4.1264], [0.4734, -1.6492, 3.5504], [0.4217, -1.8828, 2.1814], [-3.6115, -1.5045, -0.2786], [-5.3960, -3.2055, -0.1011], [-4.8232, -5.6102, -0.2150], [-2.4755, -6.3121, -0.5152], [-0.6905, -4.6191, -0.7272], [-1.9811, 0.3673, 1.3478], [-1.9023, 0.7563, 3.7869], [-0.3208, -0.5249, 5.1959], [1.1467, -2.2285, 4.1711], [1.0336, -2.6617, 1.7394]], "forces_ev_per_a": [[2.08, -0.35, 0.48], [-0.04, 0.07, -0.06], [0.08, -0.17, -0.15], [0.04, -0.01, 0.21], [-0.23, 0.42, -0.21], [0.40, -0.50, 0.29], [-1.15, 1.16, 0.30], [-0.03, -0.01, -0.32], [0.11, -0.09, 0.06], [-1.06, 0.17, -0.65], [0.28, -0.15, 0.29], [0.08, -0.10, -0.08], [-0.04, -0.02, 0.01], [0.03, -0.03, 0.09], [-0.09, 0.04, 0.02], [0.01, -0.06, -0.06], [0.04, 0.05, 0.07], [-0.13, -0.01, -0.08], [-0.40, -0.31, -1.18], [-0.09, 0.13, 0.18], [0.06, -0.04, 0.17], [-0.05, -0.01, 0.00], [0.01, -0.08, -0.01], [0.02, 0.19, 0.15], [-0.01, 0.02, 0.02], [0.01, 0.04, -0.02], [0.02, 0.04, -0.06], [-0.01, 0.00, -0.01], [0.00, -0.03, -0.03], [-0.01, -0.03, 0.02], [-0.03, 0.11, 0.03], [0.10, -0.04, 0.09], [-0.12, -0.03, -0.04], [-0.05, 0.06, -0.07], [0.15, 0.03, 0.05], [0.24, -0.19, 0.33], [-0.13, -0.03, 0.09], [0.05, 0.12, -0.07], [0.04, -0.04, 0.03], [-0.02, -0.01, 0.00], [0.10, -0.05, 0.02], [0.02, -0.01, 0.02], [-0.54, -0.63, 0.50], [0.02, 0.32, -0.19], [0.02, -0.07, -0.06], [0.03, 0.04, 0.03], [0.00, -0.02, 0.00], [0.00, -0.02, 0.00], [0.01, 0.00, 0.03], [0.14, 0.03, -0.27], [0.07, 0.00, 0.09], [0.00, 0.04, -0.03], [0.02, 0.01, 0.00], [0.02, -0.02, 0.01], [0.00, 0.06, 0.06], [-0.04, -0.01, -0.01], [0.01, -0.02, 0.02], [0.01, 0.02, 0.00], [-0.01, 0.02, -0.01], [-0.02, -0.01, -0.03], [0.01, 0.00, 0.01], [0.02, -0.02, 0.00], [-0.01, 0.00, -0.03], [-0.04, 0.00, -0.02], [0.01, 0.04, 0.01]], "nbo_charge": [1.4335, 0.1353, -0.1359, -0.1122, -0.2605, 0.3989, -0.6687, -0.1848, 0.2129, -0.5160, 0.0782, -0.1572, -0.1700, -0.1401, -0.0949, -0.0485, -0.2613, 0.1150, -0.4984, 0.2270, -0.1549, 0.2552, 0.2460, 0.2293, 0.2352, 0.2520, 0.2465, 0.2527, 0.2630, 0.2279, 0.2354, 0.2121, -0.0056, -0.2616, 0.0660, -0.5176, 0.0667, -0.2636, 0.2707, 0.2365, 0.2441, 0.2683, 0.4154, -0.2528, -0.1791, -0.2148, -0.1791, -0.1887, -0.2388, -0.2854, -0.2700, -0.2000, -0.1995, -0.2161, -0.1941, 0.2000, 0.2294, 0.2342, 0.2334, 0.2259, 0.2138, 0.2254, 0.2334, 0.2329, 0.2181], "charge": 2, "spin_multiplicity": 1, "homo_ev": -13.13, "energy_ev": -192183.515, "orbital_gap_ev": 5.319, "relative_energy_kj_mol": 8.7}


Entry 2:
{"formula": "C33H24BrF2N8O2Sr", "method": "ωB97M-V/def2-TZVPD", "elements": ["Sr", "N", "C", "C", "N", "C", "C", "N", "C", "C", "N", "H", "H", "H", "H", "H", "H", "Br", "C", "C", "C", "C", "C", "C", "N", "N", "C", "C", "C", "C", "O", "C", "N", "C", "C", "C", "C", "H", "H", "H", "H", "H", "H", "H", "H", "H", "F", "C", "C", "C", "C", "C", "F", "C", "C", "C", "C", "C", "C", "N", "H", "H", "H", "H", "H", "H", "C", "O", "H", "H", "H"], "xyz": [[-0.6817, -1.5725, -0.0452], [-3.1071, -4.1860, 1.6485], [-2.2370, -4.5117, 2.6730], [-1.4118, -3.4402, 2.8028], [-1.7387, -2.4803, 1.8819], [-2.7244, -2.9729, 1.1669], [-3.4055, -2.2361, 0.1188], [-3.0550, -1.0417, -0.2972], [-3.9657, -0.6791, -1.2502], [-4.8995, -1.6578, -1.4028], [-4.5431, -2.6440, -0.5044], [-3.7326, -4.8320, 1.2045], [-2.3119, -5.4446, 3.2027], [-0.6089, -3.2694, 3.5000], [-3.8834, 0.2715, -1.7510], [-5.7779, -1.7392, -2.0178], [-4.9842, -3.5404, -0.4221], [2.7737, 6.7014, 5.3493], [1.9232, 6.5539, 3.6450], [0.9605, 7.4815, 3.2923], [0.3620, 7.3921, 2.0478], [0.7026, 6.3724, 1.1540], [1.6709, 5.4334, 1.5512], [2.2880, 5.5314, 2.7830], [0.2511, 6.4518, -0.1679], [-0.0650, 5.4639, -0.8815], [-0.3247, 4.2145, -0.3683], [-0.7824, 3.9688, 0.9372], [-1.0289, 2.7053, 1.4062], [-0.7587, 1.5389, 0.6304], [-0.8394, 0.3767, 1.0802], [-0.3538, 1.7822, -0.7602], [-0.1416, 0.6917, -1.5262], [0.2784, 0.8520, -2.7602], [0.5230, 2.1105, -3.3279], [0.3072, 3.2309, -2.5688], [-0.1597, 3.0945, -1.2459], [0.6795, 8.2631, 3.9849], [-0.3900, 8.1100, 1.7449], [1.9511, 4.6337, 0.8785], [3.0373, 4.8101, 3.0791], [-0.9924, 4.8217, 1.5709], [-1.4146, 2.5486, 2.4059], [0.4435, -0.0559, -3.3308], [0.8926, 2.1849, -4.3422], [0.4868, 4.2289, -2.9454], [4.2575, -0.3678, 3.0613], [3.7271, -0.9556, 1.9524], [2.3633, -0.9501, 1.7505], [1.7777, -1.5878, 0.6450], [2.6801, -2.2100, -0.2489], [4.0534, -2.1474, -0.0389], [4.9297, -2.6640, -0.9554], [4.6135, -1.5314, 1.0600], [2.1035, -2.9051, -1.4197], [2.6586, -4.0687, -1.9635], [2.0774, -4.6466, -3.0765], [0.9421, -4.0625, -3.6227], [0.4263, -2.9440, -2.9902], [0.9808, -2.3756, -1.9258], [1.7326, -0.4209, 2.4610], [5.6826, -1.4816, 1.2063], [3.5350, -4.5089, -1.5114], [2.5011, -5.5413, -3.5164], [0.4650, -4.4683, -4.5048], [-0.4877, -2.4823, -3.3551], [-2.0499, -4.6461, -1.3706], [-1.5834, -3.5141, -0.7739], [-2.9985, -4.4892, -1.9372], [-2.2640, -5.4726, -0.6512], [-1.3359, -5.0747, -2.0978]], "forces_ev_per_a": [[2.32, 0.27, -1.82], [-0.01, 0.10, -0.10], [0.03, 0.01, 0.04], [-0.05, -0.07, 0.02], [-0.85, -0.37, 1.11], [-0.47, -0.39, 1.05], [-1.02, 0.24, -0.16], [-1.06, 0.23, 0.12], [-0.11, -0.09, -0.06], [0.01, 0.05, 0.00], [0.11, 0.00, 0.06], [0.01, -0.02, -0.06], [0.03, 0.01, 0.00], [0.00, -0.11, 0.00], [-0.06, -0.03, -0.04], [0.03, -0.01, -0.03], [-0.01, -0.04, 0.01], [-0.06, -0.04, -0.13], [0.03, 0.12, 0.21], [0.04, -0.10, 0.14], [-0.13, -0.18, -0.35], [0.46, -0.19, 0.78], [0.12, 0.24, -0.05], [-0.04, -0.02, 0.00], [-0.24, 0.31, -0.81], [0.02, 0.22, 0.10], [-0.08, -0.34, 0.41], [-0.23, 0.03, -0.37], [-0.03, -0.14, 0.13], [0.12, 0.27, 0.13], [-0.17, 1.67, 0.84], [0.05, 0.27, -0.14], [-0.11, 0.00, -0.10], [-0.04, -0.16, 0.04], [-0.03, 0.19, 0.08], [-0.06, -0.09, -0.10], [0.14, 0.01, 0.19], [0.01, 0.02, -0.02], [0.05, 0.05, -0.01], [0.00, 0.02, 0.01], [0.01, 0.01, -0.02], [-0.06, -0.15, 0.03], [0.04, 0.01, 0.01], [0.04, 0.01, 0.00], [-0.02, -0.02, -0.02], [0.03, -0.03, -0.06], [0.01, 0.06, 0.01], [-0.06, 0.00, -0.06], [-0.12, 0.00, 0.02], [1.12, -0.10, 0.37], [-0.03, 0.04, 0.13], [-0.06, 0.05, 0.01], [0.01, -0.06, 0.01], [0.01, 0.00, 0.04], [0.13, -0.01, -0.13], [-0.01, -0.09, -0.15], [-0.03, 0.13, 0.07], [0.00, 0.02, -0.03], [0.02, -0.13, -0.12], [0.32, -0.21, -0.38], [0.09, -0.02, 0.09], [0.00, -0.02, -0.02], [0.01, 0.04, 0.01], [0.01, -0.01, 0.02], [-0.04, 0.00, 0.03], [0.00, -0.03, 0.03], [-0.08, -0.06, 0.03], [-0.11, -1.36, -1.00], [0.06, -0.02, 0.01], [0.03, 0.04, -0.04], [-0.05, -0.03, 0.01]], "nbo_charge": [1.7592, -0.5247, -0.1117, -0.0687, -0.5320, 0.3665, 0.3649, -0.5186, -0.0756, -0.1144, -0.5195, 0.4081, 0.2110, 0.2209, 0.2174, 0.2115, 0.4093, 0.0125, -0.1016, -0.2376, -0.2554, 0.1738, -0.2445, -0.2234, -0.2669, -0.1298, -0.0136, -0.1652, -0.3435, 0.4636, -0.7377, 0.0621, -0.4426, 0.0302, -0.2627, -0.1505, -0.0651, 0.2195, 0.2171, 0.2323, 0.2286, 0.2132, 0.2145, 0.1910, 0.2091, 0.2300, -0.3520, 0.4070, -0.3688, -0.3836, -0.1870, 0.3992, -0.3583, -0.4135, 0.2218, -0.2462, -0.1697, -0.2959, 0.0682, -0.4956, 0.2092, 0.2241, 0.2217, 0.2038, 0.2086, 0.1885, -0.2128, -0.9979, 0.1080, 0.1067, 0.1536], "charge": -1, "spin_multiplicity": 1, "homo_ev": -4.20, "energy_ev": -126941.040, "orbital_gap_ev": 6.341}


Entry 3:
{"formula": "C33H24BrN3O2PtS2", "method": "ωB97M-V/def2-TZVPD", "elements": ["Pt", "S", "C", "C", "C", "C", "C", "C", "N", "C", "C", "C", "C", "C", "C", "C", "C", "N", "C", "C", "C", "C", "C", "S", "C", "H", "H", "H", "H", "H", "H", "H", "H", "H", "H", "H", "H", "C", "C", "C", "C", "C", "C", "N", "H", "H", "H", "H", "H", "H", "H", "H", "Br", "C", "C", "C", "C", "C", "C", "C", "O", "O", "H", "H", "H", "H"], "xyz": [[0.1417, -1.3612, -0.4059], [-0.3543, -4.1655, 4.3452], [-0.7116, -4.6987, 5.9253], [-1.0133, -3.6623, 6.7550], [-0.9418, -2.4099, 6.0993], [-0.5857, -2.5172, 4.7815], [-0.4129, -1.4316, 3.8149], [-0.2330, -1.7117, 2.4521], [-0.0575, -0.7761, 1.5405], [-0.1310, 0.5330, 1.8761], [-0.2568, 0.9026, 3.2235], [-0.2635, 2.2915, 3.5871], [-0.1928, 3.2543, 2.6490], [-0.1425, 2.9145, 1.2565], [-0.1398, 3.8890, 0.2510], [-0.1517, 3.5191, -1.0771], [-0.1705, 2.1353, -1.3530], [-0.1482, 1.2072, -0.4304], [-0.1216, 1.5675, 0.8607], [-0.1528, 4.4995, -2.1647], [-0.2409, 5.8626, -2.0666], [-0.2080, 6.5112, -3.3247], [-0.0926, 5.6316, -4.3573], [-0.0127, 4.0180, -3.8110], [-0.3825, -0.1043, 4.1883], [-0.6874, -5.7499, 6.1596], [-1.2775, -3.7885, 7.7938], [-1.1550, -1.4707, 6.5867], [-0.2002, -2.7296, 2.0927], [-0.3351, 2.5432, 4.6373], [-0.1991, 4.3004, 2.9269], [-0.1329, 4.9318, 0.5405], [-0.2205, 1.7882, -2.3783], [-0.3390, 6.3890, -1.1293], [-0.2711, 7.5806, -3.4570], [-0.0488, 5.8500, -5.4113], [-0.4639, 0.1819, 5.2285], [2.8921, -1.6115, 1.8068], [3.1042, -1.1379, 0.4066], [4.2992, -0.7490, -0.1554], [4.0397, -0.4251, -1.5076], [2.6975, -0.6376, -1.7141], [1.9436, -0.5255, -2.9998], [2.1135, -1.0765, -0.5441], [3.8666, -1.7531, 2.2751], [2.3676, -2.5713, 1.8455], [2.3452, -0.9004, 2.4305], [5.2485, -0.7204, 0.3552], [4.7497, -0.1040, -2.2526], [2.5753, -0.0461, -3.7478], [1.0309, 0.0673, -2.9189], [1.6583, -1.4996, -3.4072], [-4.6308, -2.8619, -5.9952], [-3.2013, -2.5892, -4.7827], [-1.8977, -2.7126, -5.2383], [-0.8557, -2.5051, -4.3504], [-1.1352, -2.1897, -3.0331], [-2.4356, -2.0723, -2.5675], [-3.4813, -2.2738, -3.4662], [-2.8119, -1.7644, -1.1270], [-3.9881, -1.6228, -0.8480], [-1.8686, -1.7013, -0.2433], [-1.7037, -2.9655, -6.2713], [0.1696, -2.5927, -4.6859], [-0.2906, -2.0047, -2.3664], [-4.4942, -2.1781, -3.1022]], "forces_ev_per_a": [[-0.42, -0.38, -0.10], [0.06, -0.01, 0.06], [-0.05, 0.00, 0.00], [0.03, -0.06, 0.00], [0.05, -0.03, -0.10], [-0.08, 0.03, 0.09], [0.04, 0.09, -0.03], [0.02, -0.05, 0.10], [-0.13, 0.08, -0.24], [0.01, 0.12, -0.02], [0.01, -0.13, 0.02], [-0.01, 0.07, -0.02], [0.00, -0.04, 0.05], [0.01, -0.11, -0.06], [0.01, -0.05, -0.06], [0.03, 0.00, 0.05], [-0.02, 0.04, 0.20], [-0.03, 0.32, -0.12], [0.03, -0.07, 0.02], [0.04, 0.12, 0.07], [-0.03, -0.10, -0.04], [-0.01, 0.00, -0.05], [0.03, 0.03, 0.00], [-0.04, 0.04, -0.04], [0.02, -0.04, -0.12], [-0.01, -0.02, -0.01], [0.00, 0.00, 0.01], [-0.01, 0.03, 0.01], [-0.05, -0.01, 0.01], [0.01, 0.00, 0.01], [0.00, 0.01, 0.00], [0.00, 0.02, -0.02], [0.01, -0.01, -0.05], [0.00, 0.01, 0.02], [0.00, 0.01, 0.00], [0.01, -0.01, -0.01], [0.00, -0.01, 0.03], [0.10, -0.03, 0.07], [0.05, -0.06, 0.13], [-0.12, -0.01, 0.08], [-0.13, -0.06, 0.01], [-0.08, 0.06, -0.12], [0.07, 0.02, -0.05], [0.14, 0.08, -0.12], [-0.01, -0.03, -0.01], [-0.01, 0.03, -0.02], [0.00, 0.03, 0.00], [0.02, -0.01, 0.02], [0.00, 0.01, -0.04], [0.00, 0.01, 0.01], [-0.07, 0.04, 0.06], [0.06, -0.02, 0.05], [-0.01, 0.00, -0.02], [0.01, 0.02, 0.08], [-0.04, -0.02, -0.07], [0.10, 0.00, -0.03], [-0.24, 0.12, 0.20], [-0.08, -0.05, -0.09], [0.08, 0.00, 0.00], [-0.09, 0.09, 0.00], [0.06, -0.07, -0.08], [0.36, 0.06, 0.19], [0.01, 0.00, 0.00], [-0.04, 0.01, -0.02], [0.33, -0.11, 0.14], [0.00, 0.00, 0.00]], "nbo_charge": [1.0268, 0.4733, -0.4035, -0.2510, -0.2196, -0.2382, -0.1045, 0.1192, -0.3888, 0.1563, -0.0891, -0.1722, -0.1712, -0.0806, -0.1234, -0.0754, 0.0900, -0.4345, 0.2180, -0.2449, -0.2192, -0.2514, -0.4066, 0.4706, -0.0524, 0.2450, 0.2303, 0.2191, 0.2320, 0.2199, 0.2211, 0.2153, 0.2000, 0.2184, 0.2291, 0.2436, 0.2131, -0.6302, 0.1082, -0.3227, -0.3097, 0.0863, -0.6375, -0.5564, 0.2255, 0.2033, 0.1910, 0.2088, 0.2086, 0.2314, 0.1982, 0.1973, 0.0579, -0.0839, -0.2317, -0.1968, -0.1773, -0.0722, -0.2139, 0.7700, -0.6283, -0.7878, 0.2299, 0.2230, 0.1349, 0.2595], "spin_multiplicity": 1, "homo_ev": -7.04, "energy_ev": -138135.418, "orbital_gap_ev": 5.955, "relative_energy_kj_mol": 0.0}